[1]
{"formula": "C6H7NO", "method": "ωB97M-V/def2-TZVPD", "species": ["O", "N", "C", "C", "C", "C", "C", "C", "H", "H", "H", "H", "H", "H", "H"], "positions_angstrom": [[-1.740569, -1.327645, -0.166691], [-2.564546, -0.192866, -0.040935], [-0.393946, 0.535362, -0.297725], [0.875676, -1.401614, -0.078070], [-0.469436, -0.856568, 0.278768], [-1.831247, 0.872332, -0.000796], [1.027792, 0.985156, 0.089646], [1.733306, -0.359690, -0.130645], [-0.513323, -0.741269, 1.391047], [-0.333299, 0.423005, -1.386591], [1.138517, 1.342688, 1.116925], [-2.330909, 1.827047, 0.133440], [1.453915, 1.784825, -0.544112], [2.813657, -0.443396, -0.262786], [1.134417, -2.447365, -0.101482]], "forces_ev_per_angstrom": [[0.410, -0.019, 0.101], [0.341, 0.965, 0.196], [0.005, 0.000, 0.151], [0.556, 0.515, 0.027], [0.374, 0.358, 0.243], [-0.434, -0.367, 0.007], [0.110, 0.261, -0.455], [-0.342, -0.539, 0.161], [-0.186, -0.279, -0.381], [-0.177, -0.066, -0.117], [-0.148, -0.223, 0.134], [0.082, -0.158, -0.191], [-0.337, -0.378, 0.159], [-0.344, 0.003, 0.082], [0.088, -0.073, -0.118]], "homo_ev": -9.47, "lumo_ev": 0.971, "e_above_lowest_kcal_mol": 66.4, "smiles": "C1=C[C@@H]2ON=C[C@H]2C1"}

---

[2]
{"formula": "C4H7ClN2", "method": "ωB97M-V/def2-TZVPD", "species": ["Cl", "N", "N", "C", "C", "C", "C", "H", "H", "H", "H", "H", "H", "H"], "positions_angstrom": [[3.386439, -0.370685, 0.349363], [0.355581, -1.681592, 0.244414], [2.329598, 1.090887, -0.152078], [-1.039663, 0.061069, -0.591453], [1.171434, 1.077894, -0.288988], [-0.288747, 1.315602, -0.310706], [-0.801531, -0.955425, 0.482001], [-1.569069, -1.760467, 0.335741], [-0.876652, -0.475886, 1.477222], [-0.574078, -0.425847, -1.390693], [-0.466712, 2.173610, -1.106405], [-1.999561, 0.312961, -0.693657], [-0.596227, 1.763184, 0.603927], [0.969188, -2.125305, 1.041312]], "forces_ev_per_angstrom": [[1.639, -2.137, 0.782], [3.332, -1.573, 0.465], [-1.475, 1.907, -0.972], [3.105, -0.521, 1.032], [-0.514, 0.703, 0.687], [1.257, 2.031, -2.358], [-1.178, -0.583, 1.756], [-0.137, 0.577, 0.546], [-0.276, -0.450, -0.043], [-0.005, -0.421, -2.068], [0.252, -1.826, 1.298], [-3.907, 0.508, -0.728], [-0.010, 0.310, 1.030], [-2.083, 1.475, -1.427]], "homo_ev": [-9.73, -7.78], "lumo_ev": [-0.490, -0.397], "e_above_lowest_kcal_mol": 139.5}

---

The records above give, respectively, max |F| values of 1.043 4.007 eV Å⁻¹.